1.
C42H45CeN10OS2 | ωB97M-V/def2-TZVPD

Results
E_LUMO ... -9.5 eV
Kohn-Sham gap ... 6.010 eV
Molar mass ... 910.1 Da
Charge ... +3

Structure (XYZ):
```
101
C42H45CeN10OS2 ωB97M-V/def2-TZVPD
N 2.46099 -1.90379 -0.44724
H 2.24289 3.18821 1.96851
C -0.61504 2.89550 3.35703
C -3.65930 2.31500 -4.62877
C -0.45314 1.71030 2.70591
C -1.05659 1.91259 -1.36225
H -4.65386 0.55392 -3.92864
H 3.94172 3.44899 0.05658
H 1.62213 6.01455 -0.17284
H 2.08888 0.98980 -2.32979
H 0.12082 4.34386 4.71978
N -0.23946 -2.94750 -1.37623
C 1.56310 0.55154 -4.35169
H -1.68980 -6.21535 0.67798
H 4.40671 3.98121 1.70081
C 0.14384 -3.54858 2.58220
H -2.23325 -3.61011 -0.86404
H 0.33701 5.29767 -1.09020
C -0.82675 -5.71899 2.48207
N -5.72991 -1.44684 2.99169
C 1.51927 0.30130 -3.00889
H -2.89663 -0.87640 -0.39643
H -2.43136 3.95817 -5.21125
H 2.36891 -2.46341 1.97129
H 0.09807 6.14665 1.81675
C 3.77248 4.17470 0.83539
C 0.12170 -1.51236 -3.33801
C -3.06771 -1.08773 0.65502
C -1.18695 -3.96253 -0.83309
C -4.50093 -1.34010 2.52189
C 0.24162 -1.40494 -4.69149
C -0.76326 -2.56975 -2.72584
C 0.72023 5.38021 -0.11866
C 0.66365 0.90345 2.99045
H -5.90100 -1.68570 3.94542
H -0.76125 -3.47021 -3.34874
H 0.85888 -0.19955 -6.29900
H 4.00599 5.16882 0.46315
H -1.12419 -4.90497 -1.42013
C 3.48281 -3.26834 -2.15783
C -1.17531 -5.46838 1.17447
H 1.11927 -4.41605 -0.78226
C -2.98936 1.09286 -2.67683
C -4.32325 -1.16895 1.12607
H -3.12845 0.25126 -2.02513
H 2.13786 2.94978 5.40114
C -0.82437 -4.30745 0.58910
C 2.30765 4.06222 1.33997
H 2.23893 1.27519 -4.74720
N -0.28827 2.92955 -1.05034
C 1.57090 1.39348 3.94830
Ce 0.15239 -0.74955 0.03934
H 0.61503 -2.72389 3.05593
C -0.17709 -4.74228 3.19605
H 5.59858 -2.94916 -2.50749
C 0.30333 3.34123 4.30475
C -2.15617 -1.18898 2.74287
H 2.04575 4.86029 2.01800
H -1.22778 5.60789 0.79309
H -0.41296 7.10492 0.43280
H 3.70566 -2.11881 3.04414
H 1.06301 -4.22703 -2.45372
N 2.84792 -1.84043 2.57711
H -1.24440 -1.16104 3.39968
H -1.16264 1.41690 1.94721
C 1.40203 2.56970 4.63748
N 1.07421 -0.31018 2.43529
C 2.36858 -2.81928 -1.40949
C -2.58779 3.19385 -4.46589
S 1.75760 1.46594 0.15769
H -4.29993 2.47501 -5.46346
N 1.19328 4.00667 0.34548
C -0.25756 6.10526 0.81138
C 3.64302 -1.33413 -0.20048
H -1.47003 3.55866 3.14178
H -1.04957 3.87069 -3.09134
S 3.04409 0.42975 3.94696
C 4.71921 -2.73598 -1.88677
C 4.80839 -1.75692 -0.85110
C -1.97012 2.03893 -2.45476
H -6.54963 -1.54016 2.39183
H -1.78955 -2.23908 -2.65229
H -0.21570 -2.20578 -5.28232
N -0.19385 -3.33707 1.28856
H -5.21676 -1.13917 0.49093
H 5.73937 -1.18738 -0.74687
H 0.17876 -4.97372 4.20670
C 1.06966 -3.64610 -1.52681
C 0.86582 -0.30753 -5.22707
O -1.08546 0.75436 -0.68672
N -1.97060 -1.04190 1.44937
C -1.78443 3.08229 -3.35861
N 0.69876 -0.63129 -2.49683
C -3.86533 1.24074 -3.72476
C 0.75993 2.85984 -0.16835
C 2.26546 -0.66714 2.90194
H 3.29568 -4.06552 -2.89448
H -3.50310 -1.35343 4.34411
C -3.34780 -1.40445 3.28912
H 3.71132 -0.59933 0.59505
H -1.02555 -6.67905 2.92682
```

=====

2.
C24H25Cl2GaGeN3O | ωB97M-V/def2-TZVPD

Results
E_LUMO (alpha / beta) ... -6.2 / -9.1 eV
Spin multiplicity ... 2
Kohn-Sham gap (alpha / beta) ... 7.828 / 4.867 eV
Molar mass ... 584.7 Da
Charge ... +2

Structure (XYZ):
```
57
C24H25Cl2GaGeN3O ωB97M-V/def2-TZVPD
Cl -4.81217 1.95817 -0.54900
H -0.05048 0.50150 -3.38492
C 1.51773 -1.82343 1.77700
H 3.71892 -4.16981 -2.42320
C -3.19848 -1.97947 0.62998
H 2.93417 -3.68519 4.23533
C -4.06812 -2.03733 -0.45125
H -2.06196 1.43455 -0.93203
Cl 2.15956 3.71494 1.79629
N 0.21119 4.27740 -2.92801
C 2.96972 -3.50665 0.83119
C -1.87985 -1.59716 0.43882
H 3.03410 1.59624 1.27421
H -4.28073 -1.77301 -2.56807
H 0.37003 -1.18452 -3.66157
H -1.95217 -1.10778 -2.91184
H -3.54907 -2.23853 1.62034
N -1.12147 2.03142 0.82234
H 4.24700 -4.94944 -0.13361
N 0.61406 5.11547 -0.81458
C 0.62076 -0.30085 -3.07564
H 0.49048 6.06593 -1.11967
H 0.84741 -0.97930 1.66773
H -5.09693 -2.33688 -0.30404
C 3.26053 -3.68492 -1.57237
Ga 0.71505 1.50506 0.06272
Ge 0.39815 -0.58545 -1.15273
C -3.46999 2.19908 0.49210
C -2.20355 1.86331 0.05173
C 1.82494 -2.27356 3.06129
C 2.69528 -3.33322 3.24172
H -2.57934 3.29777 3.55521
C -2.50248 2.89069 2.55757
C 3.26878 -3.94783 2.13023
H 2.16202 -2.31989 -2.76402
H -1.22776 -1.56154 1.30561
C 2.37920 -2.63925 -1.75394
C -1.40335 -1.27281 -0.83092
H 3.95103 -4.77783 2.26330
H 1.75022 1.51346 2.45796
O 0.81180 2.91050 -1.25248
C 0.55459 4.08406 -1.65402
C -1.26479 2.53968 2.05456
H 1.37838 -1.78789 3.91817
H 0.22327 3.48985 -3.55236
H 1.63927 0.00622 -3.31186
C 2.06269 -2.42345 0.63535
C 2.02629 1.94444 1.49405
H -0.36178 2.67819 2.63352
C -3.62895 2.71934 1.76959
C -3.61019 -1.72036 -1.72064
H 1.01018 4.94010 0.09899
C 3.55798 -4.12787 -0.28185
H 0.08071 5.19645 -3.31467
C -2.28714 -1.34234 -1.90839
H -4.61389 2.98257 2.13038
C 1.73918 -1.98886 -0.67959
```

=====

3.
C7H10FN | ωB97M-V/def2-TZVPD

Results
E_LUMO (alpha / beta) ... 1.1 / -2.1 eV
Spin multiplicity ... 3
Kohn-Sham gap (alpha / beta) ... 6.774 / 7.599 eV
Molar mass ... 127.2 Da

Structure (XYZ):
```
19
C7H10FN ωB97M-V/def2-TZVPD
H -0.82312 -1.62632 1.07235
C 1.28106 1.40189 -0.57876
H 1.54600 -1.30834 1.44506
F -2.29156 0.14813 -0.50431
N -1.28430 1.09928 1.39925
C -1.10975 0.40737 0.20954
H -0.71131 1.90951 -1.49602
C 1.05534 -0.56643 0.83993
H -1.08510 -2.14620 -1.38731
C 1.81039 0.40899 0.33583
H 2.92012 0.33101 0.41847
H 0.21913 -0.93626 -1.45553
C -0.31838 -0.93106 0.45086
C -0.26931 -1.63172 -0.91964
H 0.46012 -2.50477 -0.91837
H -1.87972 0.62490 2.02265
H 2.13227 1.84255 -1.16887
C -0.00513 1.38174 -0.96822
H -1.64674 2.09572 1.20311
```

=====

4.
C25H72N4O9 | ωB97M-V/def2-TZVPD

Results
E_LUMO (alpha / beta) ... -3.0 / -8.5 eV
Spin multiplicity ... 2
Kohn-Sham gap (alpha / beta) ... 8.151 / 2.706 eV
Molar mass ... 572.9 Da
Charge ... +1

Structure (XYZ):
```
110
C25H72N4O9 ωB97M-V/def2-TZVPD
H -15.13300 -13.14175 -1.35838
O -23.12725 -16.43250 -1.32564
H -20.01785 -18.76440 9.01877
C -21.20456 -15.66513 2.05217
H -24.21338 -16.53566 0.36113
C -17.32043 -13.15162 -0.79969
H -20.71709 -17.41734 9.63563
H -18.64003 -11.07428 -3.94289
H -20.29484 -11.45685 1.70101
H -21.75140 -14.50529 0.17400
H -20.26961 -16.12408 2.37363
H -19.15097 -15.89416 8.10048
H -19.98721 -9.29350 -1.39428
H -25.87959 -13.13734 -0.02524
H -23.97769 -16.38251 3.02832
H -21.87764 -10.06708 0.51802
H -16.61623 -14.92337 -0.17204
H -21.12374 -16.06916 -0.07440
H -21.43034 -16.08623 7.28814
C -21.03466 -15.21174 0.59270
H -24.97322 -14.92309 4.17067
H -18.47456 -17.32169 12.12669
O -21.31412 -7.43612 0.78205
H -21.66133 -5.41946 1.29318
C -19.79117 -17.70488 9.13756
H -22.49968 -16.05733 -2.80608
H -19.02747 -18.99996 11.46389
H -17.62310 -17.42804 7.77485
H -15.66897 -11.72169 -0.78209
O -22.13821 -16.72286 2.19723
C -24.40688 -16.20714 -0.66001
C -19.37291 -18.89122 3.85075
O -23.95295 -12.21979 5.68708
H -18.94568 -10.75097 0.75533
H -18.95918 -13.02050 -2.16556
H -20.96254 -14.29219 -3.03186
O -24.90548 -16.40021 2.78238
N -17.40705 -14.65316 -0.73920
H -19.99881 -17.45730 11.65624
H -18.03464 -9.52411 -3.16977
H -19.97227 -15.00938 0.45679
H -22.67347 -14.27673 2.68296
H -24.83802 -14.93344 -2.89693
H -22.52806 -10.72509 3.92790
H -20.61145 -8.68509 2.13380
H -22.00548 -17.43290 1.56490
H -22.15433 -18.15883 -2.03334
H -18.10202 -16.57168 6.47485
H -25.32033 -13.52504 -2.30464
H -24.39666 -11.86263 4.91431
H -26.23111 -14.76066 2.92454
H -20.02635 -11.92489 0.03096
H -20.62567 -16.50315 5.90433
N -20.88897 -9.63720 -1.09632
H -20.97482 -13.80940 3.11007
C -20.92982 -15.26229 -3.52778
H -16.98252 -10.69741 -3.78374
H -21.46990 -11.94029 4.67256
C -23.01327 -11.22799 6.02059
N -18.37018 -17.31425 7.10475
C -25.63594 -15.46981 3.49986
C -19.49622 -16.89340 7.83509
C -20.71783 -16.83355 6.93895
H -19.43406 -8.31337 0.78410
H -26.29490 -16.07231 4.12504
C -19.04025 -17.91160 11.40551
C -21.69205 -14.62361 3.00639
H -20.38665 -15.90091 -2.83120
O -17.91244 -11.20426 -1.98327
C -17.93306 -10.60575 -3.25822
C -23.76333 -9.95791 6.41251
H -15.47701 -12.95450 0.41348
O -22.21596 -15.73109 -3.66321
H -18.52659 -17.84827 5.27745
C -20.83301 -9.84526 0.29972
H -26.50737 -14.65750 0.38217
O -18.69225 -17.53137 10.04668
H -19.50541 -18.86295 2.76920
H -23.01304 -18.20624 -0.52697
H -24.03963 -9.34129 5.55721
H -23.81746 -18.46895 -2.11303
H -17.83955 -12.85570 0.11193
H -21.46750 -8.81379 -1.18231
C -22.04719 -11.03410 4.85599
C -17.94878 -12.63091 -2.04143
H -21.27342 -10.31254 5.11815
H -23.71018 -14.26759 -0.83313
C -25.55742 -14.13274 0.28052
H -18.29165 -15.07713 -0.49874
C -15.83255 -12.78432 -0.60274
H -24.95689 -14.17094 1.18937
H -23.11717 -9.33709 7.03313
H -20.12214 -5.81870 0.80267
H -24.60703 -10.10983 7.08571
C -23.09318 -17.87016 -1.56078
H -22.50793 -11.77499 6.81654
H -20.57411 -6.18737 2.42997
H -18.90006 -19.83935 4.10678
H -17.32395 -12.93484 -2.88127
H -21.14384 -17.82770 6.80379
H -25.20192 -16.86687 -1.00753
C -19.98264 -11.08550 0.72494
H -20.26289 -18.82026 4.47605
H -20.46725 -15.13363 -4.50634
C -20.45559 -8.57426 1.06070
O -18.52746 -17.88825 4.31828
N -25.38968 -14.52189 -2.15774
C -20.93610 -6.22579 1.40255
C -24.70467 -14.71231 -0.86901
H -21.83438 -14.89087 4.05349
```

=====

5.
C8H10LuO8P | ωB97M-V/def2-TZVPD

Results
E_LUMO (alpha / beta) ... -9.6 / -9.6 eV
Kohn-Sham gap (alpha / beta) ... 5.937 / 5.934 eV
Molar mass ... 440.1 Da
Charge ... +2

Structure (XYZ):
```
28
C8H10LuO8P ωB97M-V/def2-TZVPD
Lu 0.39020 -0.33704 -0.91325
C 2.36863 -0.57482 -2.35794
H -2.05210 1.04457 1.11482
P 1.34305 0.64871 1.81230
H -0.54083 -0.77344 4.39847
O 3.38144 -0.58696 -2.89989
O 0.08792 5.32058 -2.85801
C -0.11660 0.22252 -3.34336
H 1.83621 -2.96738 1.27778
H 0.29422 0.93772 -2.43952
H -1.41238 0.59797 3.72827
H -1.13044 2.29329 2.04582
H 0.06283 -2.61338 1.49934
O 0.56638 0.41269 3.17878
C -0.71346 -0.20376 3.48338
C 0.00017 4.19087 -3.00969
O -2.44958 -0.73557 -3.12918
O 1.29808 -1.00994 1.01694
H 1.24199 -2.13360 2.78896
H -1.51040 2.55883 0.30570
O -0.31895 -3.39084 -2.49295
H -1.11124 -0.85092 2.68621
C -0.24306 -2.29797 -2.06592
C 1.09249 -2.28024 1.70816
O 0.20601 0.25570 -4.51556
O -0.00059 1.17650 0.66249
C -1.31079 -0.71207 -2.75026
C -1.25920 1.80800 1.06811
```

=====

6.
C7H4CaNO5 | ωB97M-V/def2-TZVPD

Results
E_LUMO (alpha / beta) ... -4.4 / -4.4 eV
Kohn-Sham gap (alpha / beta) ... 5.752 / 5.754 eV
Molar mass ... 222.2 Da
Charge ... +1

Structure (XYZ):
```
18
C7H4CaNO5 ωB97M-V/def2-TZVPD
Ca 0.03975 -0.47220 -0.41399
H -1.06726 0.44824 -2.23308
O 3.16441 -2.14774 0.85883
H -1.76276 2.32733 3.71975
C -1.01199 0.80437 2.52331
C 2.23877 -1.64299 0.41614
C -0.92210 -2.97345 -1.16291
O -0.17261 1.44859 -3.92179
O -1.38747 -4.01828 -1.17745
C 1.62105 1.35178 -1.32586
O 1.68781 -0.81111 -3.65716
C 0.98752 -0.43783 -2.77563
N -0.50559 0.45766 1.53858
O 2.48978 2.07573 -1.56574
H -2.59974 0.74075 3.84831
H -0.95954 0.96503 4.59227
C -1.62003 1.23555 3.75139
C -0.22001 0.64859 -3.01496
```

=====

7.
C5H4S | ωB97M-V/def2-TZVPD

Results
E_LUMO ... -1.2 eV
Kohn-Sham gap ... 7.084 eV
Molar mass ... 96.2 Da

Structure (XYZ):
```
10
C5H4S ωB97M-V/def2-TZVPD
C 1.72315 -0.15266 -0.09422
H -2.54341 0.56788 -1.21224
C -1.82060 0.21968 -0.51697
H -1.11849 1.20315 1.47251
C -0.81665 0.78946 0.52044
H 0.93672 -2.32313 -0.02595
C -1.10810 -0.62558 0.14722
H 2.72290 0.24060 -0.13576
S 0.69396 1.42935 -0.08377
C 1.33051 -1.34875 -0.07126
```

=====

8.
C4H5ClO | ωB97M-V/def2-TZVPD

Results
E_LUMO ... 0.4 eV
Kohn-Sham gap ... 10.253 eV
Molar mass ... 104.5 Da
SMILES string ... C=C=CCl.C=O

Structure (XYZ):
```
11
C4H5ClO ωB97M-V/def2-TZVPD
C -1.45762 -0.44985 -1.11278
C -0.20530 1.22908 0.32878
C -0.90535 0.39750 -0.34776
C 1.31691 -0.80056 0.69276
H 1.89400 0.08988 0.33746
O 1.05579 -1.74024 -0.01554
Cl 0.56625 2.66180 -0.38533
H -2.51032 -0.60250 -1.06564
H -0.84892 -1.15214 -1.59873
H 0.99601 -0.65807 1.79739
H 0.09854 1.02509 1.36938
```